Entry from the Open Molecules 2025 dataset: 2 unconnected molecules or ions with the total composition C5H13ClN2O5P (wB97M-V/def2-TZVPD).

XYZ file:
```
27
Properties=species:S:1:pos:R:3:forces:R:3
H 0.030 -1.819 -1.512 0.02 0.69 -0.01
P 1.140 -0.687 0.866 1.77 -0.21 1.16
O 0.280 0.530 0.686 0.40 -0.06 -0.03
H -1.269 0.249 1.067 -1.22 0.60 0.50
O 1.552 -1.534 -0.293 -0.44 0.01 0.26
C 3.514 0.650 -0.436 0.77 1.27 -1.60
H -1.885 1.296 -1.150 2.71 1.62 -1.45
C -2.796 1.015 -0.809 -1.67 -0.93 0.85
H 3.800 1.688 -0.389 -0.61 0.53 0.81
Cl 4.796 0.142 -1.555 1.05 -0.40 -1.22
O -2.241 0.326 1.402 1.58 -0.81 0.80
H -0.428 -1.294 1.952 -0.97 -0.28 0.59
O 2.601 -0.260 1.626 -1.69 -0.16 -0.89
C -2.837 1.333 0.688 -1.58 -1.35 -1.18
H -2.426 2.280 0.867 0.86 1.62 0.29
H -3.892 1.392 0.969 -0.12 -0.09 0.33
C -2.819 -0.475 -1.141 1.25 0.77 2.81
H 4.521 0.066 1.541 -0.44 0.09 -1.91
H 2.603 0.544 -1.044 0.10 -0.24 1.03
H -3.373 -0.914 -0.324 -0.88 -0.65 -0.35
C 3.726 -0.192 0.758 0.12 -3.31 1.75
H -3.114 -0.637 -2.125 -0.69 -0.62 -1.70
O 0.482 -1.539 2.116 0.80 0.50 -1.15
N -0.829 -1.353 -1.867 -0.98 -0.22 0.64
H -3.612 1.490 -1.323 -0.23 0.52 -0.38
H 3.956 -1.275 0.287 -0.46 2.18 1.41
N -1.482 -1.022 -0.859 0.57 -1.08 -1.35
```
Forces are in eV/Å.

For the energy above the lowest of the compared OMol25 structures with the same formula, charge and spin, the calculation gives 2.0 kcal per mole. As for the multiplicity: 1. The calculation puts the HOMO-LUMO gap at 8.526 eV. Its energy is -1485.69712 hartree. Its charge is -1.